No. 1
{
  "formula": "C28H75I2N2O12P",
  "method": "ωB97M-V/def2-TZVPD",
  "elements": ["C", "C", "O", "C", "C", "C", "C", "N", "P", "N", "O", "O", "C", "C", "I", "C", "C", "I", "H", "H", "H", "H", "H", "H", "H", "H", "H", "H", "H", "H", "H", "H", "H", "H", "H", "H", "H", "H", "H", "C", "C", "O", "H", "H", "H", "H", "H", "H", "C", "C", "O", "H", "H", "H", "H", "H", "H", "C", "C", "O", "H", "H", "H", "H", "H", "H", "C", "C", "O", "H", "H", "H", "H", "H", "H", "C", "C", "O", "H", "H", "H", "H", "H", "H", "C", "C", "O", "H", "H", "H", "H", "H", "H", "C", "C", "O", "H", "H", "H", "H", "H", "H", "C", "C", "O", "H", "H", "H", "H", "H", "H", "C", "C", "O", "H", "H", "H", "H", "H", "H"],
  "coordinates": [[-2.828406, 3.571490, 3.934424], [-4.380074, 3.063921, 3.620591], [-4.772591, 3.371672, 2.221647], [-4.196079, 2.364931, 1.284401], [-2.822310, 2.888612, 0.530934], [-2.717302, 2.324552, -1.025700], [-1.727448, 3.358994, -1.890745], [-0.512132, 2.677121, -2.475723], [0.893002, 2.675765, -1.381098], [0.931814, 1.081245, -0.506797], [0.749219, 3.845798, -0.090541], [-2.092423, 0.994796, -1.025860], [-2.936743, -0.019509, -1.691260], [-2.615392, -1.451529, -0.946884], [-2.649152, -1.490956, 1.281580], [-2.278205, -2.716393, -1.700744], [-2.209828, -2.727898, -3.366192], [-1.833253, -4.544957, -0.508283], [-2.046485, 2.735859, 3.685301], [-2.701454, 4.049693, 4.999272], [-2.618977, 4.452686, 3.157042], [-5.067253, 3.686143, 4.370995], [-4.533706, 1.914000, 3.893626], [-5.015858, 2.140115, 0.446397], [-3.970695, 1.350195, 1.864371], [-1.889185, 2.558197, 1.178777], [-2.845820, 4.077053, 0.575810], [-3.817407, 2.344330, -1.450494], [-1.511838, 4.340362, -1.290835], [-2.397867, 3.690511, -2.820531], [-0.281534, 3.042696, -3.432812], [1.124627, 0.300541, -1.173616], [1.678563, 1.131323, 0.232245], [0.561219, 3.312758, 0.736540], [-4.090065, 0.190721, -1.629466], [-2.651625, 0.007873, -2.835074], [-3.275499, -2.858912, -3.839433], [-1.665263, -1.729485, -3.709199], [-1.460891, -3.601346, -3.676827], [2.235293, -4.648868, -1.555620], [1.780971, -3.204777, -1.505977], [2.902013, -2.348934, -1.341399], [2.768372, -4.916280, -0.637456], [1.382150, -5.322164, -1.677742], [2.931410, -4.807655, -2.385686], [1.102998, -3.045602, -0.662294], [1.258284, -2.925944, -2.426047], [3.493722, -2.491893, -2.099991], [-8.040498, 0.248149, -3.827893], [-6.689322, 0.211515, -3.144329], [-6.832931, -0.253825, -1.810491], [-8.729246, 0.902714, -3.283945], [-7.947763, 0.609126, -4.856090], [-8.493837, -0.748365, -3.843601], [-6.249816, 1.212776, -3.111276], [-5.998836, -0.451078, -3.675061], [-7.216107, -1.146871, -1.851323], [7.470745, -3.450452, -2.711718], [6.060165, -3.210398, -2.214815], [5.287412, -2.587883, -3.230499], [7.941905, -2.506135, -3.003235], [8.080960, -3.925948, -1.938649], [7.464902, -4.090837, -3.599792], [6.068997, -2.552482, -1.340828], [5.577702, -4.151436, -1.933473], [5.278873, -3.183948, -3.999038], [-5.743615, -4.472443, -1.404185], [-7.154194, -4.232388, -0.907281], [-7.926947, -3.609873, -1.922966], [-5.272455, -3.528125, -1.695702], [-5.133400, -4.947939, -0.631116], [-5.749458, -5.112828, -2.292259], [-7.145363, -3.574473, -0.033295], [-7.636659, -5.173427, -0.625940], [-7.935488, -4.205937, -2.691506], [1.912861, -2.728757, 3.255204], [2.185365, -4.164781, 2.857900], [1.001504, -4.937645, 2.989976], [1.555085, -2.676745, 4.288645], [2.817008, -2.120353, 3.163244], [1.129963, -2.294352, 2.624993], [2.952361, -4.601743, 3.504091], [2.531235, -4.226372, 1.821532], [0.329402, -4.546384, 2.405843], [0.369386, 6.408584, 6.882239], [-0.476878, 5.171908, 7.103021], [-0.388497, 4.315667, 5.973716], [0.038407, 6.946677, 5.988026], [0.308576, 7.081438, 7.742277], [1.417640, 6.136872, 6.720571], [-1.526685, 5.446339, 7.242218], [-0.143849, 4.621350, 7.988151], [0.546442, 4.071042, 5.863874], [6.765658, -1.039047, 4.194725], [5.265817, -1.218814, 4.083201], [4.811567, -0.736974, 2.827105], [7.035605, 0.016647, 4.088206], [7.131254, -1.401641, 5.159588], [7.281335, -1.581727, 3.395741], [4.753464, -0.657313, 4.869963], [4.988994, -2.273458, 4.175802], [5.266213, -1.247785, 2.135449], [6.863552, -4.868474, -7.896719], [5.590277, -4.690319, -7.095902], [5.901928, -4.264912, -5.777497], [7.518311, -5.604902, -7.419569], [6.640836, -5.200678, -8.914624], [7.424137, -3.929318, -7.947052], [5.044358, -5.636021, -7.029544], [4.935866, -3.945924, -7.559691], [6.379114, -3.420250, -5.847209], [1.399929, 8.531629, 2.320725], [0.126653, 8.709783, 3.121541], [0.438305, 9.135191, 4.439946], [2.054687, 7.795200, 2.797875], [1.177213, 8.199425, 1.302819], [1.960514, 9.470785, 2.270391], [-0.419265, 7.764081, 3.187899], [-0.527758, 9.454179, 2.657752], [0.915490, 9.979852, 4.370235]],
  "atomic_forces_ev_per_a": [[-0.38, 0.61, -1.22], [0.47, 0.66, 1.28], [1.35, -2.27, 0.83], [0.10, -0.56, -0.53], [-0.32, 0.10, 0.59], [0.79, 1.42, 1.28], [-2.23, 0.15, -1.50], [-0.67, 1.07, 2.02], [1.97, -0.03, -0.99], [-0.10, 1.46, 0.06], [-0.92, -3.14, -0.10], [-3.00, 0.13, -0.66], [0.38, -0.40, 0.16], [1.06, -3.38, -3.01], [-0.05, 0.39, -2.11], [-1.15, 4.57, 1.39], [1.25, -0.31, 1.05], [-0.35, 1.39, -1.45], [-1.44, 1.58, 0.82], [-0.19, -1.39, -2.08], [-0.49, -1.86, 1.69], [1.21, -1.29, -2.03], [0.36, 2.39, -0.80], [1.64, 0.57, 1.90], [-0.56, 2.17, -1.27], [-1.78, 0.54, -1.56], [-0.03, -2.51, -0.39], [2.26, -0.27, 0.60], [-0.20, -2.01, -0.93], [1.45, -0.54, 1.93], [0.03, -0.31, 1.74], [-0.11, 1.03, 0.81], [-0.84, -0.20, -1.27], [-0.02, 1.00, -1.00], [2.14, -0.32, 0.24], [-0.47, -0.58, 2.21], [2.21, 0.25, 0.95], [-1.46, -2.05, 0.74], [-1.94, 1.77, 0.62], [-0.08, -0.25, 0.03], [0.39, -0.06, -0.05], [0.05, 0.18, -0.01], [-0.14, 0.06, -0.05], [0.10, -0.02, -0.01], [-0.12, 0.01, -0.03], [0.12, 0.12, -0.08], [-0.24, -0.11, -0.02], [-0.01, 0.18, 0.16], [-0.16, 0.12, -0.19], [-0.33, -0.30, 0.09], [0.14, -0.17, 0.21], [0.17, -0.02, -0.07], [-0.07, -0.05, 0.04], [0.11, 0.05, -0.07], [0.00, -0.13, 0.16], [0.07, 0.09, -0.21], [0.12, 0.27, 0.04], [0.24, -0.01, -0.02], [0.28, -0.21, -0.15], [-0.42, 0.09, -0.24], [-0.07, -0.06, 0.15], [0.00, 0.02, -0.11], [-0.03, -0.07, 0.16], [-0.17, -0.01, -0.20], [0.10, -0.03, 0.18], [-0.09, 0.10, 0.24], [0.18, 0.00, 0.09], [0.27, -0.24, -0.15], [-0.29, 0.18, -0.44], [-0.03, -0.05, 0.16], [0.00, 0.04, -0.14], [-0.01, -0.09, 0.11], [-0.14, 0.00, -0.21], [0.09, -0.01, 0.17], [-0.01, 0.36, 0.41], [0.17, 0.20, 0.12], [-0.31, 0.32, -0.09], [-0.35, -0.26, -0.15], [0.09, -0.08, -0.09], [-0.18, 0.05, -0.06], [0.13, 0.00, -0.06], [-0.21, -0.12, -0.06], [0.21, 0.10, 0.00], [0.33, -0.17, 0.30], [-0.07, 0.23, -0.03], [0.42, 0.09, -0.04], [0.22, -0.33, -0.19], [0.00, -0.02, 0.19], [0.07, 0.00, -0.09], [-0.04, 0.01, 0.13], [0.09, -0.18, -0.14], [-0.10, 0.11, 0.16], [-0.52, 0.14, 0.04], [0.19, 0.07, 0.17], [0.30, -0.06, -0.22], [-0.05, -0.04, -0.34], [-0.10, -0.13, 0.08], [0.05, 0.01, -0.10], [-0.04, -0.07, 0.12], [-0.06, -0.03, -0.24], [0.03, -0.04, 0.24], [-0.29, 0.30, 0.31], [0.14, -0.14, -0.11], [0.14, 0.11, -0.28], [0.08, 0.44, 0.54], [-0.16, 0.04, -0.07], [0.07, 0.06, 0.07], [-0.11, -0.03, -0.10], [0.06, 0.19, 0.19], [-0.06, -0.13, -0.13], [-0.14, -0.41, -0.04], [0.10, -0.16, -0.17], [0.27, 0.19, -0.12], [0.07, 0.31, 0.32], [-0.16, 0.03, -0.07], [0.09, 0.04, 0.06], [-0.10, -0.02, -0.09], [0.05, 0.16, 0.18], [-0.08, -0.12, -0.16], [-0.26, -0.48, 0.07]],
  "spin_multiplicity": 1,
  "e_lumo_ha": -0.006,
  "de_lowest_kj_mol": 375.3
}


No. 2
{
  "formula": "C28H75N4O12",
  "method": "ωB97M-V/def2-TZVPD",
  "elements": ["C", "O", "H", "H", "H", "C", "O", "H", "H", "H", "H", "C", "O", "H", "H", "H", "H", "C", "O", "H", "H", "H", "H", "C", "O", "C", "C", "N", "C", "C", "O", "C", "H", "H", "H", "H", "H", "H", "H", "H", "H", "H", "H", "H", "H", "H", "H", "C", "O", "C", "C", "N", "C", "C", "O", "C", "H", "H", "H", "H", "H", "H", "H", "H", "H", "H", "H", "H", "H", "H", "H", "C", "O", "C", "C", "N", "C", "C", "O", "C", "H", "H", "H", "H", "H", "H", "H", "H", "H", "H", "H", "H", "H", "H", "H", "C", "O", "C", "C", "N", "C", "C", "O", "C", "H", "H", "H", "H", "H", "H", "H", "H", "H", "H", "H", "H", "H", "H", "H"],
  "coordinates": [[0.469420, 0.952109, 0.515622], [1.602420, 0.309109, 1.030622], [-0.006580, 0.332109, 0.168622], [0.660420, 1.562109, -0.212378], [0.038420, 1.593109, 1.350622], [0.795420, 3.338109, -2.624378], [1.486420, 2.450109, -3.463378], [-0.434580, 3.109109, -2.478378], [0.801420, 4.437109, -2.778378], [1.221420, 3.375109, -1.571378], [1.967420, 1.974109, -2.830378], [4.414420, -1.370891, 2.195622], [3.321420, -1.771891, 1.324622], [4.268420, -1.651891, 3.168622], [4.495420, -0.314891, 1.890622], [5.170420, -1.998891, 1.915622], [2.800420, -1.047891, 1.036622], [0.986420, 3.202109, 2.972622], [2.126420, 2.519109, 2.380622], [0.345420, 2.623109, 3.634622], [0.240420, 3.650109, 2.286622], [0.997420, 4.030109, 3.641622], [1.927420, 1.852109, 1.720622], [3.092420, 0.157109, 6.350622], [2.288420, -0.954891, 5.726622], [1.534420, -0.466891, 4.642622], [0.732420, -1.578891, 4.069622], [-0.283580, -1.104891, 3.144622], [-1.078580, -2.126891, 2.486622], [-0.368580, -2.889891, 1.442622], [-1.020580, -4.045891, 1.149622], [-0.741580, -4.663891, -0.155378], [3.641420, 0.750109, 5.564622], [3.742420, -0.238891, 6.996622], [2.544420, 1.116109, 6.874622], [2.309420, -0.071891, 4.026622], [0.922420, 0.417109, 4.939622], [0.389420, -1.928891, 5.152622], [1.167420, -2.258891, 3.347622], [0.254420, -0.748891, 2.501622], [-1.997580, -1.681891, 1.807622], [-1.264580, -3.009891, 3.068622], [0.615420, -3.080891, 1.722622], [-0.244580, -2.215891, 0.534622], [-1.023580, -5.677891, -0.263378], [0.401420, -4.739891, -0.275378], [-1.210580, -4.243891, -0.761378], [-1.651580, 0.415109, 8.226622], [-2.807580, 0.092109, 7.402622], [-2.536580, -0.256891, 6.012622], [-2.588580, 1.029109, 5.125622], [-2.487580, 0.716109, 3.676622], [-2.812580, 1.734109, 2.713622], [-3.190580, 1.281109, 1.284622], [-3.687580, 2.303109, 0.411622], [-2.833580, 3.282109, 0.057622], [-1.789580, 0.455109, 9.214622], [-1.374580, 1.302109, 7.764622], [-0.788580, -0.065891, 8.189622], [-3.169580, -1.012891, 5.585622], [-1.655580, -0.902891, 5.806622], [-1.715580, 1.709109, 5.186622], [-3.391580, 1.773109, 5.228622], [-1.782580, 0.298109, 3.267622], [-1.928580, 2.463109, 2.854622], [-3.684580, 2.486109, 3.163622], [-4.073580, 0.822109, 1.436622], [-2.527580, 0.661109, 0.647622], [-3.151580, 3.984109, -0.749378], [-1.866580, 2.866109, -0.270378], [-2.587580, 3.949109, 1.009622], [0.651420, -3.012891, -3.305378], [1.843420, -2.508891, -2.877378], [1.833420, -1.215891, -2.469378], [3.214420, -0.826891, -2.002378], [3.140420, 0.552109, -1.540378], [4.479420, 1.068109, -1.251378], [4.175420, 2.558109, -0.835378], [5.444420, 3.209109, -0.600378], [5.373420, 4.482109, -0.116378], [0.277420, -2.436891, -4.185378], [-0.251580, -2.805891, -2.602378], [0.841420, -4.127891, -3.613378], [1.189420, -0.984891, -1.483378], [1.556420, -0.405891, -3.136378], [4.050420, -0.815891, -2.540378], [3.581420, -1.421891, -1.266378], [2.726420, 0.461109, -0.545378], [5.010420, 1.257109, -2.138378], [5.056420, 0.705109, -0.527378], [3.604420, 2.730109, -0.006378], [3.710420, 2.908109, -1.778378], [6.412420, 4.917109, 0.168622], [4.774420, 4.605109, 0.765622], [5.027420, 5.151109, -0.857378], [-2.123580, 0.699109, -1.712378], [-2.896580, -0.216891, -2.625378], [-2.287580, -0.344891, -3.959378], [-3.133580, -1.273891, -4.741378], [-2.602580, -1.399891, -6.138378], [-3.301580, -2.448891, -6.798378], [-3.224580, -2.206891, -8.373378], [-3.746580, -3.209891, -9.011378], [-4.213580, -3.009891, -10.432378], [-1.378580, 0.241109, -1.195378], [-2.755580, 1.081109, -0.923378], [-1.742580, 1.659109, -2.089378], [-1.251580, -0.880891, -3.664378], [-2.334580, 0.650109, -4.540378], [-4.157580, -0.981891, -4.803378], [-3.079580, -2.133891, -4.163378], [-1.659580, -1.563891, -6.181378], [-4.424580, -2.586891, -6.613378], [-2.928580, -3.279891, -6.725378], [-2.069580, -2.182891, -8.555378], [-3.439580, -1.099891, -8.469378], [-4.721580, -1.984891, -10.397378], [-4.876580, -3.863891, -10.603378], [-3.386580, -2.947891, -11.155378]],
  "atomic_forces_ev_per_a": [[8.04, 7.70, 10.91], [1.06, 0.24, -0.04], [-10.19, -11.37, -5.80], [1.54, 4.17, -4.53], [-0.59, -0.86, -1.01], [-3.04, 0.82, 2.63], [-1.64, 2.18, -0.96], [3.29, 0.27, -0.55], [0.34, -0.60, -1.32], [-0.49, -0.76, -0.98], [1.72, -2.03, 1.28], [-2.83, 1.72, -3.75], [1.24, -2.55, 0.99], [-1.04, 0.22, 2.89], [0.98, -0.21, 1.23], [2.69, -1.02, -1.14], [-1.35, 1.83, -0.02], [-1.42, -1.16, -1.36], [-0.37, 3.49, 2.64], [0.06, -1.39, -0.21], [0.50, -0.61, -0.69], [2.43, 1.15, 0.55], [-0.71, -1.58, -0.42], [-3.65, 2.99, -3.42], [1.19, 1.90, 2.76], [1.23, 1.61, -0.45], [-1.44, -0.77, 1.89], [-4.65, -1.45, 4.37], [-1.75, 0.51, -1.83], [1.43, 2.42, -3.44], [-1.63, -2.98, -1.18], [9.24, -5.14, 10.58], [-0.29, -1.04, 0.31], [2.30, -1.76, 2.48], [0.31, -2.78, -0.96], [0.15, 0.53, -1.49], [-0.18, -0.70, -0.09], [-0.21, -0.66, -2.65], [1.80, -0.95, 1.57], [3.51, 3.23, -4.96], [1.57, -0.90, 2.69], [-1.42, 0.35, 1.55], [2.12, -0.54, 0.63], [-0.13, -0.67, 0.47], [-0.74, -1.28, 1.07], [-1.60, 0.73, -0.31], [-6.65, 7.35, -9.97], [-2.96, 1.63, -4.35], [0.52, -2.02, -0.10], [0.64, 1.17, -0.11], [2.24, 0.41, -2.38], [-7.07, 1.25, 1.12], [-0.01, 4.38, 2.34], [1.56, 1.71, -0.13], [-1.64, -0.48, 0.19], [2.76, 2.91, 1.59], [-1.88, 0.59, 3.69], [0.77, 2.56, 0.18], [3.52, -3.76, -1.21], [-1.82, 0.17, 0.41], [0.70, 1.27, 0.72], [0.26, -0.31, 1.44], [-0.50, -1.04, 0.40], [5.07, -3.29, -0.76], [-0.89, -0.43, -1.38], [1.55, -2.16, -1.36], [-2.69, -2.56, 0.55], [0.25, 0.16, 1.49], [-0.47, -0.86, 0.57], [0.06, 0.20, 0.09], [-0.29, -0.95, -1.84], [-2.24, -0.92, -1.04], [0.53, -1.01, -0.08], [0.32, 2.29, 3.08], [-2.69, 1.87, 0.97], [-0.14, -0.30, 2.78], [-3.80, 4.55, -1.41], [2.71, -0.55, -3.07], [0.24, -1.66, -0.44], [2.08, 1.51, 0.92], [0.44, -0.51, -0.14], [1.56, -0.94, -0.34], [-0.79, 2.08, 0.82], [0.79, -0.94, -1.87], [-0.61, -0.40, -1.06], [2.72, -0.37, -4.22], [0.22, -2.24, 2.92], [-0.18, 0.46, -1.43], [1.01, -0.48, -1.34], [2.17, -2.50, 2.98], [-1.96, -0.05, 2.21], [-0.02, 0.66, 0.67], [-1.36, -1.19, -0.48], [-0.62, -0.19, 0.64], [-0.74, 1.01, -1.01], [-2.89, 0.83, -1.83], [1.33, 1.93, 0.10], [1.06, 1.04, 2.06], [1.46, 0.59, -1.48], [-3.90, 0.89, 1.74], [-5.51, 7.43, -4.04], [4.88, 3.81, 3.59], [-3.04, -2.72, -4.16], [0.17, 1.52, 2.48], [2.44, -1.93, 0.75], [-0.95, -0.57, -0.74], [-0.03, -0.68, -1.07], [-1.73, 1.77, -1.59], [1.06, -1.16, 1.21], [-0.68, 0.53, -0.02], [-0.23, -2.45, 0.64], [2.78, -0.47, 0.24], [1.49, 0.79, 0.39], [4.12, -9.21, 1.50], [-1.20, 0.09, 0.08], [-0.99, -1.12, -0.80], [0.27, -1.55, -0.44], [0.12, 0.49, -0.19], [-0.07, -0.25, 0.39]],
  "spin_multiplicity": 1,
  "total_charge": -1,
  "e_lumo_ha": 0.082,
  "de_lowest_kj_mol": 1605.6
}


| no. | frontier orbital gap (eV) |
| --- | --- |
| 1 | 7.29 |
| 2 | 7.41 |